[1]
C4H4 | the ωB97M-V functional and the def2-TZVPD basis

The energy relative to the best compared isomer or geometry (same formula, charge and spin) comes out at 21.8 kcal/mol. For the orbital gap (alpha / beta), the calculation gives 9.819 / 9.447 eV. The charge is 0. As for the multiplicity: 3. Its expectation value of S² is 2.008.

Last column: Löwdin spin population.
Cartesian coordinates (Å):
C -0.00845 0.73875 -0.40954  0.151
C -1.19092 0.00006 0.26473  0.779
C 1.15254 0.00156 0.25522  0.757
C -0.00598 -0.73532 -0.41290  0.151
H -0.00751 1.49002 -1.16836  0.006
H -1.35422 -0.00056 1.33846  0.076
H 1.42836 -0.00481 1.30092  0.074
H -0.01383 -1.48968 -1.16853  0.006

=====

[2]
C8H14NO2Si | the ωB97M-V functional and the def2-TZVPD basis

The energy relative to the best compared isomer or geometry (same formula, charge and spin) comes out at 32.8 kcal/mol. For the orbital gap, the calculation gives 8.652 eV. The charge is -1.

Last column: Löwdin charge in e.
Cartesian coordinates (Å):
C -1.66982 0.69185 1.16752  -0.221
C -1.43871 -1.46190 -0.18800  -0.705
C -2.64692 1.69114 -1.22746  -0.063
C 1.23417 -1.73676 1.80114  -0.134
C 2.14414 -0.82866 -1.02055  -0.179
C 1.85888 1.19472 0.88235  -0.203
C -1.20699 0.83398 -1.31418  -0.128
C -0.92309 -0.01402 -0.00276  -0.321
N -2.11796 1.12782 2.13518  0.118
O -2.61874 -1.80963 -0.21331  0.007
O -0.38757 -2.13933 -0.34819  -0.084
Si 0.92628 -0.49478 0.40487  0.567
H -3.49348 1.15216 -1.61235  0.050
H -2.85744 1.90661 -0.17819  0.033
H -2.52976 2.61549 -1.74638  0.036
H 1.51522 -2.62297 1.27593  0.021
H 2.02289 -1.64183 2.45019  -0.007
H 0.33223 -2.01443 2.24667  0.014
H 2.20564 -1.81281 -1.27571  -0.030
H 2.16932 -0.25490 -2.02412  0.064
H 3.10990 -0.61323 -0.59006  0.002
H 2.88535 0.89983 1.03654  -0.006
H 1.82003 1.97072 0.12458  0.008
H 1.45683 1.53700 1.82105  -0.004
H -0.56798 1.61642 -1.35577  0.036
H -1.22243 0.20749 -2.24898  0.127

=====

[3]
H16NO11 | the ωB97M-V functional and the def2-TZVPD basis

The energy relative to the best compared isomer or geometry (same formula, charge and spin) comes out at 33.3 kcal/mol. For the orbital gap, the calculation gives 9.572 eV. The charge is -1.

Last column: Löwdin charge in e.
Cartesian coordinates (Å):
N 0.85552 -0.42477 1.19615  -0.488
O 1.63332 0.51547 1.23023  0.003
O 0.97343 -1.39276 0.36438  -0.056
O -0.31660 -0.18982 1.57992  -0.070
O -1.83991 -2.56234 2.06850  -0.048
H -1.99183 -2.98030 2.90434  0.015
H -1.24759 -1.86041 2.36868  0.008
O -2.06421 0.97816 3.25293  -0.091
H -1.41823 0.58110 2.64428  -0.026
H -1.82358 1.90606 3.40039  0.031
O 0.50705 -0.36289 -2.87511  -0.024
H 1.02542 -1.10590 -2.54187  0.012
H 0.24956 -0.57985 -3.73613  0.028
O 1.55275 1.56614 -1.38038  -0.057
H 1.27912 0.78946 -1.86680  -0.017
H 1.67331 1.28933 -0.48425  -0.025
O 0.96473 3.74848 0.40888  -0.070
H 1.66375 4.34706 0.14165  0.022
H 1.19056 2.86251 0.05079  -0.006
O 1.58840 -2.69836 -1.85742  -0.040
H 1.45296 -2.36699 -0.99695  -0.038
H 1.36192 -3.62690 -1.72746  0.062
O -1.62012 -1.32337 -0.73265  -0.068
H -1.12653 -1.56944 0.06107  -0.018
H -1.63115 -0.38221 -0.68532  -0.030
O -1.28591 1.67465 -0.67314  -0.044
H -0.38639 1.37020 -0.49537  -0.005
H -1.21977 1.79771 -1.61934  0.042

=====

[4]
C3H6F2LiNO11PS2 | the ωB97M-V functional and the def2-TZVPD basis

For the orbital gap (alpha / beta), the calculation gives 4.664 / 4.174 eV. The charge is -2. As for the multiplicity: 2. Its expectation value of S² is 0.757.

Last column: Löwdin spin population.
Cartesian coordinates (Å):
Li 30.17433 -30.71757 23.29172  -0.006
N 28.48114 -31.47278 22.79114  0.000
S 27.59760 -32.37081 23.52565  0.000
O 27.85946 -33.82171 23.50003  0.000
O 26.26241 -31.94886 23.90522  0.000
F 28.21088 -31.87694 24.95449  -0.001
S 27.65131 -31.83769 21.34747  0.000
O 26.28821 -31.28418 21.16986  0.000
O 27.98341 -33.04694 20.66974  0.000
F 28.52255 -30.81066 20.37477  0.000
P 32.33557 -29.92556 23.13748  -0.017
O 33.41341 -29.14858 23.91817  0.043
O 32.05686 -31.31570 23.67097  0.049
O 31.29486 -29.18145 22.43918  0.171
O 31.47101 -29.47324 24.33825  0.759
C 31.49742 -31.17801 19.92086  0.001
O 30.87753 -31.75449 18.81917  0.000
C 31.28337 -31.49656 17.58072  0.000
O 32.34900 -30.93681 17.26342  0.000
O 30.29484 -31.91138 16.69708  0.000
C 30.52717 -31.73140 15.26507  0.000
H 31.26360 -30.12763 20.09448  0.001
H 32.58566 -31.23713 19.90261  -0.001
H 31.20993 -31.72393 20.81942  -0.001
H 30.56451 -30.70056 14.91287  0.000
H 29.65395 -32.21741 14.82988  0.000
H 31.40574 -32.20370 14.82561  0.000

=====

[5]
C16H17MnN5O2Se3Te | the ωB97M-V functional and the def2-TZVPD basis

The energy relative to the best compared isomer or geometry (same formula, charge and spin) comes out at 0.0 kcal/mol. For the orbital gap (alpha / beta), the calculation gives 4.530 / 4.681 eV. The charge is -2. As for the multiplicity: 6. Its expectation value of S² is 8.760.

Last column: Löwdin spin population.
Cartesian coordinates (Å):
Mn -0.46675 -0.06731 -0.68057  4.613
C 0.23075 -4.13085 0.65615  0.002
C 0.55145 -2.64439 0.76654  0.007
O -0.42060 -1.84920 0.58697  0.044
C 1.85364 -2.26196 1.06392  0.008
C 2.26276 -0.87907 1.15135  0.006
C 3.62681 -0.54214 1.70333  0.001
N 1.45671 0.04352 0.75120  0.030
N 1.84399 1.37155 0.94438  0.009
C 0.78654 2.12828 0.77353  0.006
O -0.40253 1.72567 0.53863  0.043
C 1.00828 3.61479 0.83986  0.001
C 0.00521 4.46416 0.38932  0.000
C 0.20328 5.84114 0.37579  0.000
C 1.40149 6.38107 0.82163  0.000
C 2.40388 5.53292 1.28496  0.000
C 2.20909 4.16035 1.29000  0.000
H -0.71749 -4.23639 0.13166  0.000
H 0.14428 -4.58815 1.64628  0.000
H 1.00838 -4.65961 0.10074  0.001
H 2.58892 -3.03191 1.26885  0.001
H 4.17188 -1.44927 1.96896  0.000
H 3.53458 0.09832 2.58189  0.000
H 4.19428 0.02292 0.96096  0.000
H -0.91970 4.02578 0.03654  0.000
H -0.57981 6.49157 0.00331  0.000
H 1.55952 7.45378 0.80254  0.000
H 3.34372 5.94660 1.63430  0.000
H 2.98021 3.48251 1.63255  0.000
Se -1.51832 1.73965 -2.19250  0.046
Se -1.92420 1.34340 -4.44841  0.032
Te -2.07378 -1.17698 -4.48841  0.049
Se -1.67118 -1.59300 -2.09995  0.058
N 3.60924 2.31378 -3.85400  0.000
C 3.15650 1.11020 -3.32536  0.001
C 1.92934 1.06167 -2.62659  0.003
N 1.48979 -0.05839 -2.11148  0.031
C 2.24215 -1.16005 -2.26504  0.003
C 3.44501 -1.09316 -2.92447  0.001
N 3.91631 0.04394 -3.46655  -0.001
H 2.88321 2.98542 -4.04691  0.000
H 4.26591 2.19091 -4.60783  0.000
H 1.29429 1.93738 -2.51671  0.001
H 1.85391 -2.08165 -1.85313  0.001
H 4.06245 -1.97671 -3.03823  0.000

=====

[6]
C48H42CsFN8O5S | the ωB97M-V functional and the def2-TZVPD basis

The energy relative to the best compared isomer or geometry (same formula, charge and spin) comes out at 3.7 kcal/mol. For the orbital gap, the calculation gives 5.699 eV. The charge is -2.

Last column: Löwdin charge in e.
Cartesian coordinates (Å):
Cs 1.02390 -0.44892 1.20548  0.920
O 5.57990 1.59318 3.42492  0.010
C 4.44909 1.15904 3.19653  -0.474
N 3.62333 1.46520 2.18453  0.111
C 3.66598 2.67102 1.60249  -0.481
O 3.99964 3.75788 2.07800  0.014
C 3.12972 2.69547 0.16956  -0.201
C 2.78766 3.92432 -0.39392  -0.027
C 2.34047 3.96229 -1.70071  -0.088
C 2.26942 2.77484 -2.41660  -0.079
C 2.63845 1.60194 -1.77709  -0.127
N 3.04607 1.55311 -0.50988  0.101
C 3.93485 0.06508 4.13415  -0.201
C 4.67625 -0.22841 5.27561  -0.023
C 4.21394 -1.20112 6.14431  -0.080
C 3.02923 -1.85834 5.84871  -0.075
C 2.36279 -1.50469 4.68612  -0.159
N 2.79763 -0.56659 3.85050  0.071
H 2.89155 4.80980 0.21720  0.109
H 2.05027 4.90222 -2.15718  0.098
H 1.92819 2.74869 -3.44427  0.086
H 2.61015 0.65378 -2.29895  0.090
H 5.59353 0.31853 5.44039  0.106
H 4.77083 -1.44746 7.04169  0.096
H 2.63160 -2.63691 6.48670  0.100
H 1.43378 -1.99418 4.41173  0.094
C 1.19829 0.98530 -6.65022  -0.045
C -0.09294 0.18536 -6.52329  -0.322
C -1.27257 1.03783 -6.97068  -0.159
C -2.58034 0.28066 -6.82382  -0.140
C -2.73872 -0.17910 -5.40062  -0.148
C -3.98501 -0.38553 -4.84645  0.033
C -4.09662 -0.81328 -3.53246  -0.267
F -5.34168 -1.03820 -3.04360  0.040
C -3.00253 -1.00673 -2.73758  0.072
C -1.73273 -0.81185 -3.28347  -0.030
C -0.55076 -1.06336 -2.40377  -0.306
O -0.72456 -1.18130 -1.20035  -0.035
C 0.70194 -1.18049 -3.13445  -0.028
C 0.73510 -0.76622 -4.42194  0.006
N -0.31251 -0.27590 -5.14468  0.013
C -1.59601 -0.40984 -4.61552  -0.083
C 2.03672 -1.69049 -2.57170  -0.659
O 2.89946 -1.99373 -3.41531  -0.030
O 2.13793 -1.71196 -1.32091  -0.153
H 1.25548 1.40821 -7.65480  0.078
H 2.09171 0.38636 -6.49145  0.074
H 1.20301 1.80413 -5.92829  0.085
H -0.03610 -0.69320 -7.18100  0.152
H -1.10586 1.33966 -8.00661  0.115
H -1.30048 1.94605 -6.36015  0.133
H -2.58193 -0.57932 -7.50302  0.121
H -3.42806 0.90880 -7.10512  0.114
H -4.88247 -0.21575 -5.42949  0.123
H -3.08190 -1.30078 -1.69920  0.137
H 1.68873 -0.83693 -4.92518  0.122
C -0.91252 3.82936 0.64665  -0.066
C -0.92397 2.67445 -0.35636  -0.201
C -2.31693 2.26664 -0.75009  -0.170
C -2.92916 2.83936 -1.85578  -0.055
C -4.23583 2.51871 -2.20204  -0.108
C -4.92492 1.59441 -1.43580  -0.081
C -4.33558 0.98213 -0.33247  -0.188
C -5.09748 -0.08405 0.41682  -0.204
C -6.08037 0.47123 1.44910  -0.094
C -3.02603 1.33632 0.03251  -0.198
N -2.39053 0.71756 1.11666  0.096
C -2.74445 1.07221 2.30062  -0.134
C -2.29410 0.52063 3.53681  -0.371
C -2.77141 0.93808 4.79595  -0.113
C -2.12576 0.13521 5.73288  -0.150
C -1.29380 -0.71494 4.97806  -0.243
N -1.38602 -0.49699 3.66240  0.023
H 0.10938 4.10015 0.91703  0.063
H -1.44102 3.54849 1.55945  0.070
H -1.40642 4.71035 0.22790  0.072
H -0.41719 1.82089 0.09216  0.038
H -0.36172 2.95633 -1.24929  0.094
H -2.36660 3.55201 -2.45195  0.105
H -4.70200 2.97019 -3.07038  0.088
H -5.93309 1.30377 -1.71490  0.107
H -4.38692 -0.74799 0.91209  0.112
H -5.65142 -0.68133 -0.31389  0.099
H -5.55464 0.99570 2.24708  0.057
H -6.66326 -0.33263 1.90486  0.065
H -6.77454 1.17509 0.98271  0.067
H -3.47881 1.88395 2.42069  0.123
H -3.49251 1.72485 4.97489  0.077
H -2.22569 0.15808 6.80879  0.060
H -0.63101 -1.47873 5.36794  0.068
N 4.02448 -2.24929 0.57688  0.123
C 3.74446 -3.02185 1.62306  -0.694
N 2.60129 -3.60432 1.84638  0.096
C 2.65573 -4.36207 2.99391  -0.340
C 1.58701 -5.07851 3.53133  -0.026
C 1.76172 -5.77850 4.71389  -0.110
C 2.98999 -5.78196 5.37558  -0.128
C 4.06257 -5.06735 4.85991  -0.122
C 3.88511 -4.36596 3.67962  -0.500
S 5.00792 -3.34365 2.83147  1.054
H 3.34399 -2.09885 -0.19710  0.047
H 4.84130 -1.66521 0.60274  0.100
H 0.63290 -5.05835 3.02083  0.113
H 0.92705 -6.32610 5.13475  0.091
H 3.10566 -6.33298 6.30073  0.086
H 5.01234 -5.04272 5.38002  0.100

=====

[7]
C26H51N3O6 | the ωB97M-V functional and the def2-TZVPD basis

The energy relative to the best compared isomer or geometry (same formula, charge and spin) comes out at 0.0 kcal/mol. For the orbital gap, the calculation gives 10.059 eV. The charge is 0. The SMILES is C=C[C@@]1(CCCCCCCCC)OC(=O)O[C@@]1(NCCC)OCCC.CNC(C)=O.CNC(C)=O.

Last column: Löwdin charge in e.
Cartesian coordinates (Å):
C -0.55036 -0.63553 4.41137  0.066
C -0.47662 -0.17874 3.17861  -0.088
C -1.57940 -0.27431 2.15185  -0.313
C -1.03573 -0.67531 0.78958  -0.097
C 0.07240 -1.74360 0.82449  -0.179
C 1.47345 -1.21040 0.52104  -0.221
C 2.39680 -2.27683 -0.07702  -0.215
C 3.85655 -1.79996 -0.13416  -0.208
C 4.64666 -2.33795 -1.34399  -0.210
C 5.97786 -2.98167 -0.93755  -0.234
C 6.95836 -2.00054 -0.30963  -0.264
C 8.14085 -2.70175 0.38096  -0.109
O -2.55536 -1.25249 2.59927  0.102
C -3.55697 -0.60310 3.23818  -0.553
O -4.57615 -1.09273 3.58941  0.179
O -3.18759 0.69940 3.43701  0.111
C -2.45668 1.01112 2.22526  -0.469
N -3.48227 1.06636 1.22469  0.099
C -3.13030 1.41244 -0.16390  -0.206
C -3.98682 2.55835 -0.69186  -0.222
C -3.45531 3.94791 -0.29750  -0.093
O -1.66252 2.11560 2.39232  -0.012
C -2.30080 3.29626 2.88497  -0.193
C -1.96878 3.52371 4.34497  -0.213
C -0.46373 3.66568 4.60340  -0.090
H -1.33198 -1.30964 4.73514  0.079
H 0.18393 -0.35420 5.15387  0.066
H 0.44206 0.28063 2.83317  0.120
H -0.65429 0.22754 0.30927  0.114
H -1.86721 -1.01930 0.17664  0.121
H -0.16852 -2.48552 0.05812  0.113
H 0.06873 -2.27258 1.77866  0.119
H 1.43515 -0.36652 -0.17305  0.115
H 1.94718 -0.86004 1.44447  0.108
H 2.31340 -3.18796 0.52033  0.117
H 2.06039 -2.47613 -1.09787  0.110
H 4.37112 -2.05827 0.79480  0.106
H 3.83306 -0.70778 -0.18740  0.109
H 4.87844 -1.53858 -2.04699  0.097
H 4.04144 -3.07756 -1.87235  0.096
H 6.43551 -3.43963 -1.81801  0.091
H 5.75807 -3.78191 -0.21998  0.116
H 6.44945 -1.37563 0.42725  0.096
H 7.32646 -1.31223 -1.07490  0.108
H 8.27915 -3.70373 -0.02994  0.065
H 9.06985 -2.14695 0.25611  0.063
H 7.95099 -2.81120 1.44894  0.067
H -4.20670 1.70370 1.53623  0.127
H -2.07529 1.66487 -0.27561  0.109
H -3.30297 0.53150 -0.78851  0.109
H -3.97944 2.49442 -1.78089  0.105
H -5.01150 2.43642 -0.33586  0.085
H -4.02346 4.39648 0.51694  0.067
H -3.46704 4.63761 -1.13983  0.068
H -2.41671 3.88111 0.03512  0.061
H -3.38354 3.26678 2.74353  0.123
H -1.92624 4.13302 2.29387  0.120
H -2.39910 2.74231 4.97107  0.109
H -2.46716 4.45494 4.63174  0.111
H -0.02587 2.74384 4.98320  0.063
H 0.06894 3.94564 3.69301  0.074
H -0.26348 4.44063 5.34359  0.066
C -8.65533 3.95649 -1.57288  -0.010
C -8.17181 3.17012 -0.37594  -0.549
O -7.19211 3.51317 0.26599  0.021
N -8.86817 2.05567 -0.03381  0.009
C -10.04289 1.49895 -0.67267  -0.078
H -7.99261 4.80590 -1.70544  0.082
H -8.63577 3.34513 -2.47578  0.084
H -9.67200 4.31929 -1.41827  0.084
H -8.49346 1.57745 0.77114  0.142
H -10.87857 1.45729 0.02773  0.083
H -9.84377 0.48700 -1.02887  0.084
H -10.33617 2.10948 -1.52029  0.070
C 5.93379 -4.21345 -4.57600  -0.012
C 6.16228 -2.77873 -4.99649  -0.543
O 5.55264 -1.85226 -4.49101  0.035
N 7.08131 -2.55438 -5.97451  0.005
C 7.89274 -3.52156 -6.68395  -0.080
H 5.17679 -4.21924 -3.79786  0.069
H 5.58451 -4.81514 -5.41598  0.085
H 6.84947 -4.65834 -4.18444  0.085
H 7.18604 -1.58015 -6.21064  0.138
H 8.95462 -3.32224 -6.52951  0.083
H 7.68977 -3.48378 -7.75567  0.082
H 7.67839 -4.52466 -6.33053  0.070

=====

[8]
C4H4 | the ωB97M-V functional and the def2-TZVPD basis

The energy relative to the best compared isomer or geometry (same formula, charge and spin) comes out at 110.2 kcal/mol. For the orbital gap, the calculation gives 10.084 eV. The charge is 0.

Last column: Löwdin charge in e.
Cartesian coordinates (Å):
C -0.77227 1.68350 -1.64139  -0.025
C 0.68874 -1.60670 0.28858  0.057
C 0.69605 -1.13930 1.47065  -0.167
C -0.68802 0.59877 -1.36548  -0.050
H 0.20668 -0.24231 1.81623  0.054
H 1.45994 -1.43437 2.27039  0.094
H -0.85105 2.60830 -2.05428  -0.003
H -0.74009 -0.46789 -0.78471  0.041